DFT (the ωB97M-V functional and the def2-TZVPD basis) results for one molecule with the formula C22H29N5O4 in a non-equilibrium geometry.

Its SMILES is CCc1ccc(OC[C@@H](O)Cn2c(N3CCCCC3)nc3c2c(=O)[nH]c(=O)n3C)cc1. The energy is -38927.562 eV.

```
! wB97M-V def2-TZVPD RIJCOSX def2/J DEFGRID3
* xyz 0 1
C -3.456 -4.437 -0.226
C -4.346 -3.764 0.821
C -3.689 -2.525 1.359
C -2.791 -2.597 2.418
C -2.143 -1.469 2.877
C -2.378 -0.227 2.286
O -1.675 0.815 2.824
C -1.740 2.091 2.232
C -0.955 2.187 0.903
O -1.003 3.484 0.393
C 0.483 1.688 1.148
N 1.309 1.737 -0.030
C 1.699 0.777 -0.916
N 1.330 -0.523 -0.901
C -0.003 -1.013 -0.614
C 0.090 -2.326 0.159
C 0.874 -3.348 -0.659
C 2.237 -2.770 -1.026
C 2.070 -1.438 -1.753
N 2.615 1.226 -1.778
C 2.816 2.514 -1.453
C 2.019 2.883 -0.379
C 2.051 4.192 0.163
O 1.397 4.655 1.093
N 2.975 4.980 -0.516
C 3.781 4.668 -1.595
O 4.528 5.486 -2.083
N 3.674 3.376 -2.062
C 4.467 2.940 -3.188
C -3.284 -0.142 1.237
C -3.924 -1.285 0.785
H -3.255 -3.753 -1.048
H -3.943 -5.324 -0.626
H -2.507 -4.734 0.215
H -5.304 -3.507 0.366
H -4.534 -4.466 1.636
H -2.597 -3.549 2.890
H -1.449 -1.521 3.701
H -1.281 2.766 2.961
H -2.774 2.414 2.068
H -1.444 1.561 0.144
H -0.322 4.032 0.833
H 0.942 2.350 1.890
H 0.469 0.674 1.553
H -0.575 -0.284 -0.049
H -0.531 -1.192 -1.563
H -0.916 -2.686 0.374
H 0.597 -2.148 1.109
H 0.996 -4.272 -0.090
H 0.319 -3.585 -1.570
H 2.785 -3.463 -1.667
H 2.821 -2.610 -0.118
H 3.035 -0.986 -1.977
H 1.531 -1.592 -2.697
H 3.059 5.938 -0.192
H 5.047 3.793 -3.536
H 5.130 2.131 -2.882
H 3.811 2.577 -3.979
H -3.510 0.802 0.768
H -4.624 -1.201 -0.034
*
```

Atomic partial charges in e from the Mulliken method, atoms 1 to 6: C -1.05; C -1.10; C 0.63; C -0.37; C -0.50; C 0.61